# 1
C20H50MnN2O4Si2 as an isolated structure at a distorted geometry. Source: OMol25; level of theory: ωB97M-V with the def2-TZVPD basis set.

XYZ file:
```
79
Properties=species:S:1:pos:R:3
O 3.1814 -1.7282 0.2691
O 1.6278 -5.8978 1.6166
C 3.9522 -2.3137 -0.7996
C 5.1484 -1.4654 -1.1612
H 3.2605 -2.3847 -1.6499
H 4.2578 -3.3303 -0.5116
H 4.8682 -0.4440 -1.4533
H 5.6481 -1.9254 -2.0168
H 5.8741 -1.4264 -0.3382
C 3.3788 -2.2452 1.5907
C 4.2071 -3.5013 1.7695
H 2.3535 -2.4113 1.9681
H 3.8399 -1.4275 2.1717
H 3.6661 -4.3987 1.4467
H 4.3691 -3.6134 2.8461
H 5.1918 -3.4796 1.2734
C 0.5947 -5.3907 2.4527
C 1.1888 -6.5430 0.4271
C 1.1025 -5.2688 3.8806
H -0.2747 -6.0722 2.4148
H 0.2604 -4.4064 2.0755
H 1.4857 -6.2473 4.2045
H 0.2659 -4.9566 4.5171
H 1.9000 -4.5160 3.9615
C 1.9484 -7.8497 0.2248
H 1.3608 -5.8613 -0.4299
H 0.0998 -6.7430 0.4896
H 3.0272 -7.6844 0.2355
H 1.6640 -8.2788 -0.7440
H 1.6727 -8.5425 1.0259
H -0.3111 -1.8099 -0.7299
Mn 0.9483 0.1690 -0.1526
C 0.2079 -2.7377 -1.0888
Si -1.3326 -3.2040 -2.0393
H 1.1432 -2.5896 -1.6529
H 0.4735 -3.3620 -0.2191
C -0.7070 -4.5031 -3.2233
C -1.9299 -1.6567 -2.9179
C -2.4739 -3.5401 -0.5769
C 2.3444 1.2879 0.7572
Si 1.6962 1.2620 2.4986
H 2.4900 2.2681 0.2476
H 3.2646 0.7193 0.5504
C 3.2658 1.1073 3.5281
C 0.5447 -0.0599 3.1325
C 0.8286 2.8975 2.7219
H -1.9945 -4.1992 0.1649
H -3.4068 -4.0101 -0.9187
H -2.6973 -2.5842 -0.0545
H 0.1450 -4.0837 -3.7808
H -1.4693 -4.8306 -3.9373
H -0.3358 -5.3615 -2.6496
H -1.1308 -0.9166 -3.1071
H -2.7116 -1.1350 -2.3453
H -2.3557 -1.9499 -3.8914
H 1.0574 -1.0217 3.2626
H -0.3610 -0.2548 2.5361
H 0.1966 0.2447 4.1305
H 0.7354 3.1650 3.7799
H -0.1753 2.8643 2.2811
H 1.3929 3.6861 2.2124
H 3.2211 1.6741 4.4633
H 4.1136 1.4853 2.9455
H 3.4857 0.0651 3.7867
C -1.6047 2.5096 -2.9028
C -1.1424 1.7621 -1.7214
N 0.1040 1.2806 -1.7497
O 0.6656 1.5688 -3.0085
C -1.9343 1.2095 -0.6776
C -3.3975 1.3733 -0.5968
N -1.1968 0.3720 0.1192
O -1.8062 -0.4050 0.9314
H -0.8635 3.2450 -3.2536
H -2.5465 3.0496 -2.7146
H -1.7979 1.8321 -3.7553
H 1.5719 1.2197 -2.9557
H -3.9244 0.5900 -1.1595
H -3.7244 1.3176 0.4453
H -3.7129 2.3354 -1.0229
```

The multiplicity is 6. For the HOMO-LUMO gap (spin up / spin down), the calculation gives 7.37 / 7.44 eV.



# 2
A 5-piece molecular cluster, C11H27O16PS5 overall at a distorted geometry. Source: OMol25; level of theory: ωB97M-V with the def2-TZVPD basis set.

XYZ file:
```
60
Properties=species:S:1:pos:R:3
C 0.3783 -6.5736 -0.0402
C 0.0838 -5.4032 -1.1982
S -0.6932 -3.9647 -0.2845
C 0.2773 -2.3767 -0.4896
P 2.1552 -2.5992 -0.7528
H 1.4358 -6.3204 0.4253
H 0.3358 -7.6651 -0.5126
H -0.5016 -6.4593 0.7583
H -0.6897 -5.9108 -1.9529
H 1.1160 -5.1776 -1.7037
H -0.1289 -1.6654 -1.3292
H 0.1513 -1.7745 0.5333
H 2.2684 -3.2742 0.5154
H 2.0088 -3.2177 -2.0463
H 2.3477 -1.1422 -0.7603
H 3.6084 -2.7671 -0.8869
C 3.7075 2.5958 -2.8747
C 3.3330 3.6249 -1.8114
O 2.1822 3.0890 -1.1624
S 2.2830 1.4610 -1.1639
O 2.8123 1.0406 0.1144
O 1.0630 0.9282 -1.7244
O 3.4681 1.3237 -2.2751
H 3.0616 2.6848 -3.7541
H 4.7532 2.6817 -3.1821
H 3.1124 4.6054 -2.2401
H 4.1265 3.7252 -1.0633
C -1.2055 0.2225 3.0119
C -0.5103 1.1455 2.0147
O -0.6153 2.4508 2.5786
S -0.5875 2.3293 4.2049
O 0.7631 2.5857 4.6535
O -1.7380 3.0236 4.7347
O -0.8595 0.7247 4.3015
H -2.2938 0.2762 2.9062
H -0.8815 -0.8165 2.9078
H -0.9732 1.1144 1.0255
H 0.5534 0.9005 1.9263
C -4.3046 1.3600 7.4193
C -4.1183 1.8037 5.9708
O -5.1314 1.1191 5.2375
S -6.4385 0.9256 6.1938
O -7.3772 1.9841 5.8946
O -6.8021 -0.4723 6.1933
O -5.7154 1.2734 7.6130
H -3.8765 0.3662 7.5853
H -3.8652 2.0675 8.1276
H -3.1274 1.5554 5.5834
H -4.2920 2.8796 5.8628
C 1.1440 -0.1898 -6.5239
C 1.9934 0.3878 -7.6529
O 1.5459 1.7328 -7.8060
S 1.0718 2.3020 -6.3529
O 2.1647 3.0613 -5.7872
O -0.2675 2.8274 -6.4828
O 0.9944 0.8689 -5.5795
H 0.1482 -0.4691 -6.8831
H 1.6165 -1.0564 -6.0537
H 1.8765 -0.1662 -8.5874
H 3.0525 0.4137 -7.3756
```

Its structure (SMILES) is O=S1(=O)OCCO1.O=S1(=O)OCCO1.O=S1(=O)OCCO1.O=S1(=O)OCCO1.CCSC[PH4]. The multiplicity is 1. For the HOMO-LUMO gap, the calculation gives 8.46 eV.



# 3
An isolated ion of composition C3H10N8 and charge +2 at a distorted geometry. Source: OMol25; level of theory: ωB97M-V with the def2-TZVPD basis set.

XYZ file:
```
21
Properties=species:S:1:pos:R:3
C 0.3360 1.5096 0.3099
C -1.2397 -1.2146 -0.5886
C 2.0462 -0.3891 0.7825
N 2.1669 -1.4613 -0.1291
N 1.1693 -1.7151 -0.7367
N 0.6177 0.1850 0.5339
N 0.1063 -0.8359 -0.3928
N 0.9691 2.2875 1.1749
N -1.3640 -2.0840 -1.5552
N -0.6174 1.8814 -0.5422
N -2.1069 -0.6225 0.2220
H 2.2292 -0.9850 1.7829
H 2.7059 0.5356 0.5365
H 1.5761 1.8893 1.8572
H 1.2503 3.2040 0.8377
H -0.5577 -2.5244 -2.0413
H -2.2865 -2.3731 -1.8522
H -1.4234 1.2910 -0.7422
H -0.6790 2.8769 -0.5921
H -1.8768 -0.5112 1.1900
H -3.0219 -0.9442 -0.0551
```

Its total charge is +2. Its structure (SMILES) is NC(=[NH2+])N1CN=NN1C(N)=[NH2+]. The multiplicity is 1. For the HOMO-LUMO gap, the calculation gives 10.53 eV.



multiplicity of number 2 (C11H27O16PS5)?
1



multiplicity of number 3 (C3H10N8)?
1



Which value of multiplicity does entry 3 give?
1



What is the formula in the third record?
C3H10N8